Density functional theory data (ωB97M-V/def2-TZVPD) for C72H160As2F18N11O12S6 as an isolated structure in a non-equilibrium geometry.

Structure (XYZ):
```
281
Properties=species:S:1:pos:R:3:lowdin_charge:R:1
C 4.07 -3.90 -1.42 -0.08
C 4.43 -2.86 -2.54 -0.21
C 3.59 -3.17 -3.75 -0.17
N 3.52 -2.17 -4.83 -0.23
C 4.90 -1.99 -5.55 -0.04
C 4.79 -1.15 -6.82 -0.13
C 4.27 0.24 -6.45 -0.17
C 3.08 0.17 -5.51 -0.17
C 3.21 -0.80 -4.36 -0.11
C 2.53 -2.73 -5.78 0.00
H 3.08 -3.84 -1.01 0.05
H 4.79 -3.75 -0.64 0.07
H 4.24 -4.91 -1.81 0.09
H 5.47 -2.86 -2.74 0.10
H 4.05 -1.93 -2.12 0.10
H 2.64 -3.29 -3.25 0.13
H 3.84 -4.15 -4.18 0.15
H 5.52 -1.64 -4.70 0.12
H 5.31 -2.97 -5.75 0.13
H 5.74 -1.05 -7.42 0.15
H 4.17 -1.58 -7.60 0.11
H 4.98 0.86 -6.01 0.08
H 3.91 0.68 -7.35 0.10
H 2.95 1.15 -5.08 0.09
H 2.13 -0.02 -6.05 0.10
H 3.98 -0.51 -3.68 0.09
H 2.21 -0.72 -3.83 0.16
H 2.81 -3.76 -6.09 0.13
H 2.40 -2.14 -6.67 0.08
H 1.53 -2.82 -5.38 0.10
C -1.04 3.44 -9.49 -0.10
C 0.05 3.23 -8.49 -0.23
C 0.07 4.43 -7.51 -0.12
N 1.02 4.30 -6.34 -0.27
C 2.40 3.99 -6.90 -0.05
C 3.61 4.39 -5.98 -0.12
C 3.51 5.83 -5.46 -0.15
C 2.17 5.86 -4.73 -0.17
C 0.96 5.61 -5.69 -0.12
C 0.52 3.32 -5.34 0.04
H -1.29 2.64 -10.20 0.09
H -0.86 4.30 -10.10 0.07
H -1.99 3.70 -8.98 0.09
H 0.99 3.07 -9.00 0.11
H -0.16 2.36 -7.90 0.08
H -0.93 4.46 -7.08 0.14
H 0.21 5.31 -8.07 0.12
H 2.50 4.61 -7.82 0.16
H 2.33 2.94 -7.06 0.11
H 4.48 4.23 -6.60 0.12
H 3.62 3.75 -5.16 0.05
H 3.48 6.66 -6.16 0.12
H 4.17 6.07 -4.63 0.09
H 1.99 6.86 -4.31 0.12
H 2.15 5.09 -3.93 0.10
H 0.96 6.41 -6.43 0.14
H -0.01 5.72 -5.17 0.13
H -0.61 3.54 -5.18 0.14
H 1.14 3.39 -4.48 0.09
H 0.58 2.31 -5.74 0.09
C -7.64 -3.72 10.20 -0.07
C -6.57 -3.26 9.23 -0.26
C -5.39 -4.15 9.28 -0.13
N -4.33 -3.88 8.24 -0.28
C -4.07 -2.44 8.15 -0.13
C -3.71 -1.85 9.52 -0.12
C -2.40 -2.57 9.96 -0.16
C -2.47 -4.06 9.93 -0.17
C -3.10 -4.59 8.68 -0.12
C -4.74 -4.40 6.92 0.03
H -7.30 -3.56 11.22 0.09
H -7.86 -4.77 10.07 0.08
H -8.49 -3.12 10.04 0.08
H -6.33 -2.21 9.43 0.11
H -7.03 -3.30 8.21 0.13
H -5.87 -5.12 9.14 0.15
H -4.90 -4.09 10.24 0.13
H -4.94 -1.98 7.71 0.13
H -3.25 -2.30 7.44 0.12
H -4.51 -1.82 10.27 0.11
H -3.46 -0.80 9.37 0.13
H -2.09 -2.33 10.95 0.11
H -1.66 -2.23 9.22 0.12
H -2.95 -4.41 10.83 0.12
H -1.48 -4.51 9.91 0.14
H -3.46 -5.65 8.73 0.16
H -2.46 -4.49 7.78 0.11
H -4.22 -3.95 6.08 0.10
H -5.77 -4.19 6.84 0.08
H -4.65 -5.48 6.85 0.12
C -1.24 -0.11 5.93 -0.07
C -0.05 -0.96 5.38 -0.19
C 0.95 0.09 4.85 -0.09
N 2.23 -0.45 4.14 -0.22
C 2.65 0.65 3.14 -0.10
C 3.79 0.21 2.31 -0.16
C 3.45 -1.00 1.44 -0.17
C 3.07 -2.06 2.40 -0.16
C 1.89 -1.70 3.34 -0.09
C 3.29 -0.79 5.13 0.03
H -1.53 0.65 5.22 0.04
H -0.93 0.41 6.84 0.08
H -2.15 -0.73 6.17 0.08
H -0.44 -1.55 4.57 0.07
H 0.33 -1.51 6.20 0.10
H 1.30 0.74 5.60 0.12
H 0.47 0.71 4.13 0.10
H 1.76 0.93 2.59 0.10
H 2.80 1.50 3.79 0.14
H 4.03 1.03 1.70 0.10
H 4.68 -0.06 2.89 0.13
H 2.53 -0.70 0.93 0.09
H 4.18 -1.37 0.71 0.10
H 2.79 -3.00 1.87 0.09
H 3.93 -2.44 3.01 0.13
H 1.02 -1.47 2.82 0.08
H 1.68 -2.47 4.08 0.11
H 2.89 -1.55 5.79 0.11
H 3.45 0.05 5.79 0.11
H 4.22 -1.07 4.67 0.10
C -6.49 5.44 -0.91 -0.07
C -5.86 4.25 -0.26 -0.28
C -4.69 4.75 0.50 -0.13
N -4.00 3.74 1.38 -0.26
C -4.85 3.34 2.53 -0.13
C -4.16 2.51 3.61 -0.17
C -2.85 3.09 4.08 -0.17
C -1.95 3.39 2.85 -0.14
C -2.69 4.30 1.87 -0.08
C -3.76 2.53 0.58 0.00
H -5.74 6.06 -1.37 0.09
H -6.99 5.97 -0.09 0.09
H -7.27 4.94 -1.58 0.11
H -5.50 3.57 -1.00 0.07
H -6.66 3.79 0.30 0.12
H -4.93 5.62 1.16 0.17
H -3.99 4.98 -0.26 0.10
H -5.30 4.25 2.95 0.15
H -5.70 2.77 2.14 0.13
H -4.95 2.48 4.39 0.13
H -4.05 1.49 3.18 0.13
H -3.18 4.00 4.63 0.13
H -2.34 2.46 4.82 0.09
H -1.04 3.84 3.10 0.11
H -1.71 2.38 2.45 0.09
H -2.93 5.25 2.42 0.16
H -2.06 4.53 0.99 0.11
H -4.75 2.03 0.48 0.11
H -2.95 1.95 0.96 0.07
H -3.34 2.97 -0.31 0.09
C -2.20 2.04 -3.26 -0.08
C -3.65 1.61 -3.12 -0.23
C -3.85 0.39 -2.29 -0.12
N -5.24 -0.27 -2.40 -0.23
C -5.46 -0.83 -3.83 -0.07
C -4.70 -2.14 -4.08 -0.17
C -4.99 -3.15 -3.01 -0.18
C -4.62 -2.57 -1.65 -0.15
C -5.47 -1.31 -1.33 -0.10
C -6.34 0.78 -2.20 0.02
H -1.66 2.05 -2.28 0.07
H -2.21 3.04 -3.62 0.05
H -1.57 1.40 -3.92 0.07
H -4.05 1.51 -4.12 0.10
H -4.17 2.46 -2.65 0.10
H -3.65 0.66 -1.23 0.10
H -3.09 -0.36 -2.42 0.12
H -5.23 -0.01 -4.52 0.13
H -6.54 -0.95 -3.86 0.13
H -3.63 -1.96 -4.25 0.09
H -5.04 -2.52 -5.01 0.12
H -4.48 -4.07 -3.38 0.13
H -6.06 -3.40 -3.01 0.12
H -3.56 -2.40 -1.57 0.10
H -4.85 -3.25 -0.83 0.12
H -5.15 -0.88 -0.40 0.12
H -6.59 -1.55 -1.29 0.16
H -6.06 1.46 -1.38 0.08
H -7.28 0.27 -2.03 0.10
H -6.44 1.37 -3.15 0.12
C 2.57 -5.56 1.45 -0.08
C 2.24 -7.06 1.57 -0.17
C 0.77 -7.37 1.99 -0.12
N 0.33 -8.75 2.07 -0.31
C -1.17 -8.85 2.46 -0.08
C -2.10 -8.24 1.44 -0.14
C -1.94 -8.89 0.03 -0.13
C -0.42 -8.96 -0.29 -0.14
C 0.47 -9.52 0.80 -0.12
C 0.96 -9.56 3.07 -0.02
H 2.25 -4.90 2.26 0.06
H 2.13 -5.03 0.61 0.06
H 3.64 -5.58 1.28 0.09
H 2.97 -7.50 2.25 0.12
H 2.31 -7.54 0.62 0.09
H 0.14 -6.98 1.24 0.10
H 0.56 -6.92 2.96 0.11
H -1.15 -8.37 3.45 0.12
H -1.31 -9.92 2.59 0.13
H -1.94 -7.16 1.34 0.11
H -3.10 -8.36 1.88 0.14
H -2.33 -8.30 -0.78 0.11
H -2.44 -9.84 0.01 0.11
H -0.07 -7.97 -0.54 0.10
H -0.24 -9.50 -1.20 0.12
H 1.53 -9.57 0.46 0.15
H 0.28 -10.53 1.16 0.14
H 0.30 -10.44 3.34 0.14
H 0.92 -8.90 3.97 0.11
H 2.00 -9.82 2.79 0.13
C 7.20 8.14 -3.16 -0.09
C 6.68 6.82 -2.65 -0.25
C 6.04 7.05 -1.30 -0.13
N 5.60 5.80 -0.54 -0.26
C 4.41 5.13 -1.21 -0.08
C 3.14 5.98 -1.31 -0.16
C 2.75 6.54 0.04 -0.21
C 3.91 7.33 0.64 -0.16
C 5.11 6.36 0.77 -0.12
C 6.74 4.90 -0.36 0.01
H 7.91 8.55 -2.45 0.08
H 6.44 8.88 -3.43 0.09
H 7.82 7.97 -4.05 0.09
H 7.54 6.13 -2.54 0.12
H 5.99 6.41 -3.36 0.08
H 5.15 7.61 -1.48 0.10
H 6.65 7.77 -0.72 0.16
H 4.78 4.65 -2.09 0.08
H 4.13 4.26 -0.63 0.14
H 3.29 6.85 -2.00 0.13
H 2.28 5.36 -1.53 0.09
H 1.82 7.17 -0.12 0.12
H 2.45 5.79 0.77 0.12
H 4.19 8.32 0.11 0.14
H 3.63 7.69 1.67 0.13
H 5.97 6.87 1.26 0.14
H 4.85 5.46 1.35 0.15
H 7.17 4.76 -1.36 0.08
H 6.37 3.93 0.05 0.12
H 7.42 5.35 0.37 0.12
As -1.33 -1.09 -6.22 0.76
F -2.56 -0.21 -5.28 -0.27
F -1.62 -2.41 -5.09 -0.27
F -0.17 -2.14 -7.01 -0.24
F -1.03 0.37 -7.07 -0.24
F -0.04 -0.49 -5.16 -0.28
F -2.58 -1.48 -7.30 -0.21
As -0.94 5.96 -1.79 0.81
F 0.29 4.85 -2.33 -0.25
F -0.22 5.94 -0.19 -0.25
F -2.25 6.87 -1.15 -0.23
F -1.65 5.84 -3.41 -0.27
F -1.93 4.50 -1.40 -0.29
F 0.01 7.38 -2.25 -0.25
N -1.44 -5.26 5.96 -0.31
S -1.26 -4.47 4.62 0.52
O 0.05 -4.19 4.13 -0.27
O -2.30 -3.45 4.51 -0.30
F -1.83 -5.60 3.61 -0.20
S -0.70 -6.67 6.10 0.54
O -0.46 -6.99 7.46 -0.25
O 0.17 -7.09 5.05 -0.29
F -2.05 -7.58 5.85 -0.22
N 6.49 1.94 -2.07 -0.29
S 5.91 2.66 -3.34 0.54
O 6.19 4.05 -3.46 -0.28
O 4.48 2.28 -3.55 -0.32
F 6.69 1.93 -4.48 -0.15
S 6.42 0.42 -1.69 0.46
O 6.23 -0.45 -2.76 -0.27
O 5.67 0.19 -0.53 -0.25
F 7.93 0.10 -1.32 -0.15
N 0.42 0.23 0.48 -0.30
S 0.54 1.80 0.06 0.53
O 1.71 2.39 0.59 -0.26
O -0.68 2.57 0.05 -0.29
F 0.82 1.71 -1.50 -0.16
S -0.87 -0.53 0.83 0.49
O -1.97 -0.61 -0.09 -0.26
O -1.17 -0.28 2.21 -0.29
F -0.15 -1.98 0.86 -0.19
```

Summary:
LUMO energy	-0.165	hartree
relative energy (zero: lowest compared OMol25 entry of this formula, charge and spin)	0.7632	eV
E_HOMO	-14.43	eV
charge	+3
Kohn-Sham gap	9.9	eV